# 1
{"formula": "C5H12O3", "method": "the ωB97M-V functional and the def2-TZVPD basis", "smiles": "C[C@](O)(CO)CCO", "de_lowest_kj_mol": 232.20, "molar_mass_g_mol": 120.15, "energy_ha": -423.36540, "e_lumo_ha": 0.025, "symbols": ["C", "C", "O", "C", "O", "C", "C", "O", "H", "H", "H", "H", "H", "H", "H", "H", "H", "H", "H", "H"], "coordinates": [[1.353, -0.844, -0.541], [0.058, -0.515, 0.179], [0.276, -0.430, 1.566], [-1.055, -1.876, -0.127], [-2.180, -1.789, 0.737], [-0.700, 0.653, -0.305], [0.370, 2.043, -0.226], [1.187, 2.054, 0.930], [2.157, -0.156, -0.264], [1.698, -1.838, -0.237], [1.227, -0.813, -1.625], [1.011, 0.187, 1.741], [-1.409, -2.010, -1.155], [-0.558, -2.816, 0.130], [-2.858, -1.265, 0.284], [-1.011, 0.578, -1.346], [-1.531, 0.915, 0.352], [-0.272, 2.928, -0.263], [1.014, 2.033, -1.107], [1.223, 2.959, 1.277]], "nbo_charge": [-0.652, 0.248, -0.733, -0.072, -0.711, -0.437, -0.061, -0.753, 0.215, 0.222, 0.209, 0.493, 0.159, 0.174, 0.461, 0.207, 0.222, 0.166, 0.159, 0.485]}

---

# 2
{"formula": "C5H12O3", "method": "the ωB97M-V functional and the def2-TZVPD basis", "smiles": "C=C(C)OC.OCO", "de_lowest_kj_mol": 193.53, "molar_mass_g_mol": 120.15, "energy_ha": -423.38013, "e_lumo_ha": 0.028, "symbols": ["C", "C", "C", "O", "C", "H", "H", "H", "H", "H", "H", "H", "H", "O", "C", "O", "H", "H", "H", "H"], "coordinates": [[1.029, -0.250, 1.518], [1.288, -0.292, 0.217], [1.818, -1.496, -0.502], [1.075, 0.748, -0.681], [0.793, 2.027, -0.147], [1.113, -1.144, 2.109], [0.654, 0.623, 2.020], [1.906, -2.338, 0.177], [1.149, -1.770, -1.316], [2.792, -1.266, -0.930], [-0.209, 2.019, 0.291], [1.520, 2.337, 0.610], [0.836, 2.718, -0.987], [-2.216, 0.613, 0.468], [-1.854, -0.409, -0.418], [-2.928, -0.942, -1.130], [-2.786, 0.246, 1.156], [-1.404, -1.255, 0.118], [-1.070, 0.080, -1.100], [-3.507, -0.251, -1.474]], "nbo_charge": [-0.552, 0.344, -0.658, -0.527, -0.265, 0.210, 0.210, 0.219, 0.223, 0.226, 0.198, 0.178, 0.195, -0.735, 0.218, -0.733, 0.471, 0.147, 0.155, 0.474]}

---

# 3
{"formula": "C5H12O3S2", "method": "the ωB97M-V functional and the def2-TZVPD basis", "smiles": "CS(=O)(=O)SO.C=C(C)C", "de_lowest_kj_mol": 90.37, "molar_mass_g_mol": 184.28, "energy_ha": -1219.69094, "e_lumo_ha": 0.006, "symbols": ["C", "S", "O", "O", "S", "O", "H", "H", "H", "H", "C", "C", "C", "C", "H", "H", "H", "H", "H", "H", "H", "H"], "coordinates": [[-2.104, 0.708, 3.369], [-1.734, 0.772, 1.616], [-2.977, 0.466, 0.944], [-1.076, 2.028, 1.322], [-0.388, -0.915, 1.218], [0.934, -0.298, 1.907], [-2.646, -0.139, 3.396], [-1.107, 0.802, 3.913], [-2.779, 1.620, 3.469], [1.509, 0.269, 1.233], [1.930, 0.498, -0.928], [0.757, 0.024, -1.445], [0.744, -1.506, -1.864], [-0.523, 0.616, -1.535], [2.282, 1.481, -0.556], [2.676, -0.356, -1.030], [-0.065, -1.873, -1.341], [1.773, -2.005, -1.824], [0.445, -1.537, -2.906], [-0.882, 0.989, -2.509], [-1.272, -0.109, -1.277], [-0.605, 1.406, -0.830]], "nbo_charge": [-0.835, 1.946, -0.945, -0.930, 0.368, -0.870, 0.234, 0.260, 0.256, 0.520, -0.534, 0.103, -0.644, -0.706, 0.226, 0.201, 0.213, 0.215, 0.213, 0.238, 0.224, 0.247]}

---

# 4
{"formula": "C5H12O4", "method": "the ωB97M-V functional and the def2-TZVPD basis", "de_lowest_kj_mol": 262.00, "molar_mass_g_mol": 136.15, "energy_ha": -498.59386, "e_lumo_ha": 0.018, "symbols": ["C", "C", "C", "C", "C", "O", "O", "O", "O", "H", "H", "H", "H", "H", "H", "H", "H", "H", "H", "H", "H"], "coordinates": [[-1.118, 0.254, 0.007], [0.778, -0.095, -0.135], [0.888, 0.700, 1.076], [-1.730, -0.730, -0.973], [1.139, -1.549, -0.058], [-1.832, 0.110, 1.199], [-1.200, 1.580, -0.482], [1.186, 0.479, -1.301], [2.557, 0.712, 1.224], [-1.590, 0.818, 1.809], [-2.109, 1.771, -0.754], [0.814, 1.372, -1.356], [2.895, 1.240, 0.486], [0.628, 1.755, 1.004], [0.651, 0.189, 2.001], [-2.777, -0.468, -1.157], [-1.717, -1.733, -0.555], [-1.185, -0.712, -1.914], [0.910, -2.039, -1.002], [2.210, -1.628, 0.120], [0.604, -2.026, 0.760]], "nbo_charge": [0.480, 0.310, -0.140, -0.666, -0.657, -0.723, -0.775, -0.707, -0.810, 0.477, 0.482, 0.493, 0.454, 0.214, 0.222, 0.201, 0.226, 0.224, 0.224, 0.248, 0.223]}

---

# 5
{"formula": "C5H12OS", "method": "the ωB97M-V functional and the def2-TZVPD basis", "smiles": "COC(C)(C)CS", "de_lowest_kj_mol": 235.79, "molar_mass_g_mol": 120.22, "energy_ha": -671.04344, "e_lumo_ha": 0.028, "symbols": ["C", "O", "C", "C", "C", "C", "S", "H", "H", "H", "H", "H", "H", "H", "H", "H", "H", "H", "H"], "coordinates": [[-2.034, -0.069, -0.982], [-1.369, -0.515, 0.190], [-0.001, -0.113, 0.553], [0.182, 1.340, 1.003], [0.545, -0.974, 1.644], [1.254, -0.319, -0.747], [1.256, 0.886, -2.075], [-2.112, 0.916, -1.033], [-3.012, -0.661, -1.051], [-1.531, -0.573, -1.880], [-0.669, 1.637, 1.607], [1.043, 1.347, 1.480], [0.223, 2.000, 0.067], [1.564, -0.760, 1.875], [-0.045, -0.804, 2.541], [0.523, -2.004, 1.280], [2.284, -0.177, -0.205], [1.139, -1.367, -1.100], [0.759, 0.210, -3.166]], "nbo_charge": [-0.223, -0.568, 0.348, -0.658, -0.646, -0.610, -0.041, 0.171, 0.192, 0.159, 0.219, 0.202, 0.214, 0.213, 0.221, 0.217, 0.225, 0.231, 0.135]}

---

# 6
{"formula": "C5H12OSi", "method": "the ωB97M-V functional and the def2-TZVPD basis", "de_lowest_kj_mol": 560.51, "molar_mass_g_mol": 116.24, "energy_ha": -562.24607, "e_lumo_ha": [-0.013, 0.021], "symbols": ["C", "C", "C", "C", "C", "O", "Si", "H", "H", "H", "H", "H", "H", "H", "H", "H", "H", "H", "H"], "coordinates": [[0.833, 1.068, 0.962], [1.436, 0.156, 0.222], [1.949, -1.186, 0.913], [1.759, 0.354, -1.192], [-2.277, 1.099, 0.348], [-2.402, 0.025, -0.371], [-2.981, -1.346, -0.932], [1.048, 1.233, 1.982], [1.421, -2.013, 0.534], [3.064, -1.371, 1.000], [1.581, -1.103, 1.957], [0.892, 0.964, -1.523], [1.689, -0.463, -1.899], [2.759, 0.902, -1.087], [0.387, 1.964, 0.429], [-1.246, 1.320, 0.421], [-2.962, 1.163, 1.115], [-4.375, -1.653, -0.536], [-2.574, -1.112, -2.343]], "nbo_charge": [-0.457, 0.061, -0.649, -0.667, -0.024, -0.831, 0.975, 0.209, 0.217, 0.216, 0.209, 0.221, 0.223, 0.237, 0.183, 0.158, 0.132, -0.214, -0.198]}

---

# 7
{"formula": "C5H12S", "method": "the ωB97M-V functional and the def2-TZVPD basis", "s_squared": 2.01, "de_lowest_kj_mol": 0.00, "molar_mass_g_mol": 104.22, "spin_multiplicity": 3, "energy_ha": -595.68511, "e_lumo_ha": [0.033, -0.037], "symbols": ["C", "C", "C", "C", "C", "S", "H", "H", "H", "H", "H", "H", "H", "H", "H", "H", "H", "H"], "coordinates": [[-0.368, 1.348, 1.367], [1.081, 1.881, -0.793], [-3.697, -0.811, -0.986], [3.364, -1.513, 0.157], [-4.101, -0.307, 0.139], [1.200, 1.509, 0.765], [-0.282, 1.268, 2.458], [-1.234, 1.857, 1.044], [2.023, 2.017, -1.359], [0.269, 2.438, -1.216], [4.205, -1.561, -0.508], [-4.333, -1.010, -1.775], [-2.601, -0.827, -1.194], [3.618, -1.944, 1.138], [3.022, -0.498, 0.406], [2.549, -2.076, -0.376], [-5.088, -0.165, 0.479], [-3.452, -0.015, 0.951]], "nbo_charge": [-0.553, -0.642, -0.380, -0.859, -0.375, 0.400, 0.195, 0.194, 0.215, 0.200, 0.210, 0.190, 0.196, 0.212, 0.216, 0.213, 0.185, 0.183]}

---

# 8
{"formula": "C5H12SSi", "method": "the ωB97M-V functional and the def2-TZVPD basis", "de_lowest_kj_mol": 296.61, "molar_mass_g_mol": 132.30, "energy_ha": -885.27930, "e_lumo_ha": -0.018, "symbols": ["C", "C", "C", "C", "C", "Si", "S", "H", "H", "H", "H", "H", "H", "H", "H", "H", "H", "H", "H"], "coordinates": [[-1.623, 0.551, 0.118], [-1.590, 1.936, -0.324], [1.310, 0.094, -1.873], [0.331, -2.357, 0.202], [0.892, 0.272, 1.861], [0.030, -0.427, 0.237], [-2.929, -0.242, 0.771], [-1.945, 1.799, -1.378], [-0.552, 2.297, -0.400], [-2.372, 2.604, 0.219], [2.107, 0.541, -1.434], [1.413, -0.846, -2.210], [1.031, 0.744, -2.621], [1.349, -2.669, 0.422], [-0.449, -3.059, 0.788], [0.231, -2.647, -0.812], [0.226, -0.143, 2.671], [1.951, 0.245, 1.923], [0.590, 1.308, 1.838]], "nbo_charge": [-0.493, -0.719, -0.867, -1.109, -1.088, 1.489, 0.019, 0.266, 0.239, 0.248, 0.188, 0.186, 0.194, 0.248, 0.252, 0.234, 0.245, 0.246, 0.224]}